A structure of composition C5H6Br9Ca2O2, computed with ωB97M-V/def2-TZVPD.

Structure (XYZ):
```
24
Properties=species:S:1:pos:R:3:lowdin_charge:R:1
Ca -0.24 4.37 0.87 1.731
Ca 0.38 2.55 4.11 1.772
C 1.62 0.52 0.30 -0.044
C 0.94 1.77 0.64 -0.791
O 0.32 1.89 1.85 -0.383
O 0.94 2.73 -0.16 -0.246
H 2.62 0.57 0.77 0.134
H 1.76 0.50 -0.78 0.091
H 1.10 -0.35 0.68 0.054
C -1.74 0.73 -2.92 -1.545
Br -0.97 1.14 -1.16 0.749
Br -1.98 -1.13 -3.22 0.649
Br -0.60 1.49 -4.23 0.681
H -2.72 1.18 -2.91 -0.014
C 2.19 -2.84 -0.75 -1.682
Br 0.86 -3.22 0.61 0.553
Br 1.24 -2.43 -2.33 0.610
Br 3.41 -4.26 -0.91 0.703
H 2.70 -1.95 -0.46 -0.057
C -2.25 -0.59 1.99 -1.710
Br -2.03 -1.33 3.73 0.638
Br -3.79 0.55 1.90 0.602
Br -2.33 -1.94 0.64 0.614
H -1.43 0.05 1.71 -0.111
```

Values from the calculation:
E_HOMO	-15.9015	eV
total energy	-676607.46147	eV
charge	+3
orbital gap	2.003	eV
LUMO energy	-13.90	eV

A structure of composition ClH2NP2, computed with ωB97M-V/def2-TZVPD.

Structure (XYZ):
```
6
Properties=species:S:1:pos:R:3:lowdin_charge:R:1
N 0.04 -0.36 -0.05 -0.845
P 1.55 -0.34 0.31 0.776
P -1.46 -0.19 -0.69 0.685
Cl 3.69 1.12 -0.19 -0.415
H -1.75 0.79 0.33 -0.079
H -2.06 -1.01 0.28 -0.122
```

Values from the calculation:
E_HOMO	-9.5596	eV
total energy	-32620.91126	eV
charge	0
orbital gap	7.906	eV
LUMO energy	-1.65	eV
relative energy (zero: lowest compared OMol25 entry of this formula, charge and spin)	32.5	kcal/mol

A cluster of 21 separate species, C2H45O21 in total, computed with ωB97M-V/def2-TZVPD.

Structure (XYZ):
```
68
Properties=species:S:1:pos:R:3:lowdin_charge:R:1
C -0.30 0.87 0.43 -0.093
C 0.23 -0.43 -0.10 -0.307
O 1.41 -0.54 0.69 -0.383
H 0.41 1.62 0.61 0.041
H -0.86 0.79 1.39 0.072
H -1.04 1.32 -0.20 0.035
H 0.30 -0.29 -1.18 0.098
H -0.37 -1.30 0.12 0.083
O 2.45 1.32 -1.13 -0.023
H 2.00 0.92 -0.38 -0.022
H 1.81 1.89 -1.51 0.024
O 0.50 0.66 -4.31 -0.072
H 0.23 0.47 -5.22 0.043
H 0.70 -0.24 -4.01 -0.020
O -0.34 3.90 -0.23 -0.034
H -0.22 3.53 -1.11 0.044
H 0.48 4.03 0.21 -0.004
O 0.40 -0.69 3.16 -0.053
H 0.61 0.17 3.51 0.011
H 0.79 -0.65 2.29 -0.029
O 2.96 3.69 0.39 -0.054
H 2.79 3.92 1.30 0.024
H 2.79 2.75 0.35 -0.025
O -1.95 -0.56 -3.15 -0.062
H -2.20 0.23 -2.68 -0.022
H -0.99 -0.73 -2.96 0.000
O -2.65 2.21 -2.31 -0.033
H -2.34 2.78 -3.01 0.067
H -3.62 2.34 -2.32 0.092
O 2.95 -1.91 -1.02 -0.031
H 3.17 -1.51 -1.85 0.021
H 2.36 -1.36 -0.50 -0.033
O -3.08 -0.11 0.23 -0.041
H -2.76 0.77 0.08 -0.023
H -3.63 -0.30 -0.54 0.082
O 4.47 -0.69 1.22 -0.075
H 4.22 -0.72 0.28 0.022
H 5.01 0.15 1.23 0.066
O 0.99 -3.04 1.26 -0.026
H 1.11 -2.12 1.02 -0.021
H 1.56 -3.10 2.00 0.060
O 2.62 1.08 2.25 -0.063
H 2.13 0.57 1.62 -0.061
H 3.49 0.65 2.34 0.025
O -0.14 2.06 3.43 -0.039
H 0.21 2.44 2.65 0.011
H -1.04 1.77 3.32 -0.023
O 0.78 -3.86 -1.51 -0.012
H 0.76 -3.60 -0.61 -0.006
H 0.41 -4.71 -1.67 0.064
O -2.70 0.96 3.18 0.006
H -2.85 1.60 2.48 0.023
H -3.03 1.49 3.88 0.039
O -1.37 -4.32 0.91 -0.118
H -1.69 -3.72 0.24 -0.058
H -0.54 -3.83 1.16 -0.009
O 0.69 -1.89 -3.23 -0.042
H 1.63 -1.73 -3.21 0.040
H 0.68 -2.56 -2.59 -0.039
O -3.29 2.55 0.38 -0.044
H -2.89 2.69 -0.48 -0.011
H -2.81 3.05 1.03 0.049
O -2.04 -1.60 2.04 -0.071
H -1.25 -1.17 2.42 -0.014
H -2.26 -0.87 1.46 -0.050
O -2.10 -2.59 -0.94 -0.028
H -2.04 -1.63 -0.89 0.006
H -1.69 -2.87 -1.73 0.023
```

Values from the calculation:
E_HOMO	-6.0005	eV
total energy	-45803.81784	eV
charge	-1
orbital gap	7.622	eV
LUMO energy	1.62	eV
relative energy (zero: lowest compared OMol25 entry of this formula, charge and spin)	38.2	kcal/mol